Below is a structure of composition C20H12F5FeIN3O2 at a distorted geometry, with properties calculated with wB97M-V/def2-TZVPD.

As for the expectation value of S²: 6.019. As for the gap between HOMO and LUMO (spin up / spin down): 6.286 / 6.862 eV. Its maximum force is 1.1 eV/Å. The spin multiplicity is 5. As for the net charge: -1.

Last column: Löwdin spin population.
Geometry (Å):
C1 -1.0781 5.0711 1.2599  0.003
F1 3.0644 -0.0374 -2.8908  0.002
H1 -1.4221 3.9205 3.0560  0.000
C2 -1.0903 3.9138 2.0252  0.001
F2 -1.5190 1.0238 -2.2896  0.011
O1 -0.8932 -2.6383 3.9942  0.000
H2 -0.4413 -6.2929 0.2894  0.000
C3 -0.7452 -3.5318 3.0034  0.000
C4 1.6892 0.3532 -4.7067  0.000
F3 -1.8105 1.2074 -4.9381  0.001
H3 -0.1946 -3.8847 -0.3091  0.000
H4 -0.6304 5.8750 -0.6895  0.000
C5 -0.2502 3.7690 -0.5501  0.006
C6 -0.4011 0.7905 -3.0484  0.014
H5 -0.8446 -6.9038 2.6662  0.000
N1 -0.3529 0.4058 1.5682  0.027
C7 -0.6532 5.0003 -0.0541  0.001
C8 -0.3933 -4.1897 0.7100  0.000
H6 -1.1856 1.3842 3.1788  0.001
N2 -0.5397 -0.8221 2.1369  -0.001
I1 3.3544 -0.3997 0.8666  0.046
H7 -1.4007 6.0123 1.6870  0.000
H8 2.4888 2.0825 1.2026  0.007
H9 -1.0380 -5.1303 4.3838  0.000
C9 -0.6793 2.7269 1.4412  0.007
C10 -0.4965 -3.1801 1.6635  0.002
C11 1.8162 0.2691 -3.3296  0.007
C12 -0.6102 0.8957 -4.4122  0.001
C13 -0.3135 -1.7671 1.1988  0.005
H10 0.1043 3.6573 -1.5687  0.001
C14 2.4293 1.4732 0.2974  0.064
C15 -0.7507 -5.8626 2.3790  0.000
H11 3.0901 1.8789 -0.4689  0.009
F4 0.3130 0.7651 -6.5866  0.001
O2 0.0122 -1.5514 0.0141  0.049
C16 -0.7479 1.4409 2.1834  0.013
C17 -0.5224 -5.5251 1.0471  0.000
C18 0.4611 0.6706 -5.2529  0.005
C19 0.7926 0.4816 -2.4399  0.018
H12 -0.8575 -1.7374 3.5755  0.000
N3 -0.2607 2.6599 0.1807  0.036
F5 2.7312 0.1379 -5.5328  0.000
C20 -0.8582 -4.8829 3.3455  0.000
Fe1 0.6342 0.4710 -0.2865  3.662